Molecular formula: C3H4N2O
Method: DFT, wB97M-V/def2-TZVPD

Structure (XYZ):
```
10
Properties=species:S:1:pos:R:3:forces:R:3:lowdin_charge:R:1
O -2.651 0.295 1.057 0.10 0.09 -0.15 0.063
C -1.422 0.671 0.784 0.38 0.37 0.00 -0.283
C -0.312 1.057 0.538 -0.44 0.11 0.25 0.081
C 2.402 -0.347 -0.637 -0.48 -0.38 -0.21 0.059
N 1.387 -0.934 -0.866 0.38 0.21 -0.04 -0.247
N 0.342 -1.436 -1.291 0.29 0.09 0.12 0.083
H -3.239 1.002 0.753 -0.10 -0.18 0.08 0.130
H 0.651 1.485 0.373 -0.11 -0.21 -0.04 0.023
H 3.260 -0.634 -0.050 -0.15 -0.06 0.02 0.051
H -0.419 -1.160 -0.661 0.13 -0.05 -0.02 0.040
```
Forces are in eV/Å.

Properties
LUMO level: 0.0142 Ha
DFT total energy: -8197.734 eV
net charge: 0
HOMO: -8.94 eV
gap between HOMO and LUMO: 9.33 eV

---

Molecular formula: C24H22BBr4N11O4S3W
Method: DFT, wB97M-V/def2-TZVPD

Structure (XYZ):
```
70
Properties=species:S:1:pos:R:3:forces:R:3:lowdin_charge:R:1
W 0.530 0.401 -0.094 -0.16 -0.11 -0.54 1.560
C 4.922 -0.187 -1.525 0.04 0.02 0.00 0.007
C 4.664 -0.555 -0.113 -0.07 0.07 0.00 -0.325
N 5.518 -0.557 0.854 0.03 0.02 -0.01 0.127
N 4.785 -0.901 1.956 -0.04 -0.04 0.01 0.010
C 3.473 -1.101 1.723 0.04 0.02 -0.02 -0.834
S 2.271 -1.480 2.791 -0.01 0.01 -0.02 0.666
N 3.413 -0.901 0.363 0.05 0.03 -0.05 -0.053
N 2.266 -0.987 -0.438 -0.07 0.08 -0.13 -0.005
H 5.973 0.070 -1.628 0.00 -0.01 0.00 0.091
H 4.314 0.676 -1.812 0.00 -0.01 0.00 0.075
H 4.695 -1.016 -2.199 0.01 -0.01 0.00 0.092
H 5.215 -0.974 2.860 0.00 0.01 -0.01 0.143
H 1.968 -1.969 -0.565 0.01 -0.02 0.16 0.070
H 2.521 -0.568 -1.334 0.01 -0.16 -0.06 0.066
Br 3.227 5.462 4.122 -0.01 -0.01 -0.02 0.773
C 2.173 4.501 2.907 0.02 -0.02 0.00 -0.727
C 0.974 5.099 2.382 -0.03 0.00 -0.02 -0.725
Br 0.474 6.816 2.937 0.01 -0.02 0.00 0.777
C 0.186 4.423 1.482 0.06 0.09 -0.08 -0.649
Br -1.406 5.110 0.763 0.02 -0.02 0.00 0.812
C 0.561 3.130 1.060 0.01 -0.10 0.14 -0.362
O -0.129 2.419 0.257 0.04 0.00 0.00 -0.182
C 1.745 2.507 1.617 -0.19 -0.03 0.12 -0.346
O 1.956 1.309 1.275 -0.20 -0.16 0.24 -0.150
C 2.547 3.235 2.539 0.09 0.06 -0.10 -0.634
Br 4.085 2.381 3.168 -0.02 -0.01 -0.01 0.844
N -5.370 -5.421 -1.048 0.03 -0.01 0.00 0.099
C -4.130 -4.929 -0.668 -0.02 0.01 -0.03 -0.319
C -3.397 -4.113 -1.538 0.01 0.00 -0.01 -0.026
C -2.182 -3.588 -1.149 -0.06 -0.09 0.06 -0.066
C -1.688 -3.864 0.121 0.04 0.05 -0.14 -0.301
C -2.404 -4.666 0.997 -0.02 0.03 0.03 -0.056
C -3.618 -5.196 0.603 0.01 0.00 0.03 -0.025
S -0.138 -3.211 0.626 -0.03 -0.04 -0.03 0.599
O 0.159 -3.770 1.906 -0.02 -0.01 0.02 -0.308
O 0.819 -3.378 -0.450 -0.04 0.03 -0.03 -0.336
N -0.358 -1.584 0.691 0.37 -0.06 0.09 -0.225
C -1.195 -1.024 1.561 -0.01 0.17 0.20 -0.489
N -1.080 0.328 1.436 0.03 -0.03 0.06 -0.015
C -1.828 1.108 2.214 -0.02 0.02 -0.03 -0.082
C -2.708 0.551 3.115 -0.01 0.02 0.02 -0.039
C -2.764 -0.843 3.162 0.04 -0.03 -0.03 -0.095
N -2.026 -1.638 2.404 -0.06 0.03 0.00 0.171
H -5.529 -5.490 -2.039 0.00 0.01 0.01 0.090
H -5.692 -6.230 -0.543 0.00 0.01 0.00 0.090
H -3.784 -3.903 -2.528 0.00 0.00 0.01 0.112
H -1.618 -2.961 -1.823 0.03 0.02 -0.03 0.048
H -2.001 -4.860 1.980 -0.01 -0.01 0.00 0.114
H -4.181 -5.823 1.285 0.01 0.00 0.00 0.112
H -1.718 2.178 2.086 -0.02 0.00 0.00 0.105
H -3.323 1.164 3.755 0.00 0.00 0.00 0.103
H -3.440 -1.340 3.849 0.00 0.01 0.00 0.117
S -0.225 -0.711 -2.187 0.02 -0.03 0.12 0.734
C -0.760 0.883 -1.711 0.07 0.13 0.13 -0.842
N -2.160 1.123 -1.490 -0.05 0.03 -0.08 0.056
C -2.890 1.862 -2.321 0.03 -0.03 0.04 -0.070
C -2.306 2.625 -3.300 0.02 0.02 -0.03 -0.030
C -0.908 2.729 -3.264 -0.03 0.01 -0.01 -0.020
N -0.191 1.991 -2.460 -0.03 -0.06 0.00 -0.026
H -2.608 0.587 -0.765 0.02 -0.01 0.00 0.137
H -3.958 1.859 -2.147 0.00 0.01 -0.01 0.137
H -2.893 3.234 -3.965 -0.01 0.00 0.00 0.103
H -0.347 3.448 -3.848 0.01 0.00 0.00 0.114
B 2.019 3.074 -3.365 -0.06 0.00 0.03 -0.370
C 1.282 2.110 -2.325 0.08 -0.03 -0.02 -0.380
N 1.730 1.395 -1.373 -0.02 0.19 0.05 -0.086
H 1.587 4.204 -3.149 0.03 -0.02 -0.04 0.021
H 3.214 3.019 -3.191 0.00 -0.02 0.02 0.003
H 1.687 2.727 -4.491 0.02 0.04 0.02 0.021
```
Forces are in eV/Å.

Properties
LUMO level (spin up / spin down): -0.0218 / -0.1025 Ha
DFT total energy: -365002.899 eV
net charge: 0
HOMO (spin up / spin down): -7.62 / -7.92 eV
gap between HOMO and LUMO (spin up / spin down): 7.02 / 5.13 eV
⟨S²⟩: 2.02
multiplicity: 3

---

Q: Which energy relative to the best compared isomer or geometry (same formula, charge and spin) values were calculated for the entries above? A: 6.151; 1.342, in eV.